(1)
Here is the ion C7H13N4 with charge +1 at a distorted geometry from OMol25. Energies are from ωB97M-V/def2-TZVPD.

Element x y z (Å)
C (1.86, 2.54, 0.92)
C (0.86, 1.67, 1.11)
N (0.28, 1.20, 2.32)
C (-0.63, 0.28, 1.97)
C (-1.47, -0.31, 3.06)
N (-0.79, -0.02, 0.71)
C (0.21, 0.80, 0.11)
C (0.46, 0.59, -1.18)
N (-0.35, -0.36, -1.85)
C (0.46, -1.60, -2.28)
N (-0.30, -2.46, -3.10)
H (2.19, 3.17, 1.80)
H (2.21, 2.61, -0.12)
H (0.49, 1.51, 3.31)
H (-0.83, -0.48, 4.00)
H (-2.20, -1.22, 2.83)
H (-2.20, 0.52, 3.28)
H (1.31, 0.86, -1.75)
H (-0.75, 0.01, -2.82)
H (-1.14, -0.60, -1.18)
H (0.90, -2.34, -1.55)
H (1.13, -1.14, -2.83)
H (-1.15, -2.94, -2.72)
H (-0.56, -2.29, -4.05)

Results
Strongest force on any atom, eV/Å: 5.47
HOMO-LUMO gap, eV: 8.4
Lowest unoccupied orbital energy, eV: -3.42
Energy relative to the best compared isomer or geometry (same formula, charge and spin), eV: 2.792
SMILES: C=c1[nH]c(C)n/c1=C\[NH2+]CN
E_HOMO, Ha: -0.433
Charge: +1

Here are the Mulliken charges for atoms 1 to 2, given in e: atom 1 (C): -1.07, atom 2 (C): 0.01

---

(2)
Here is a structure of composition C12H14IN3O2Pb at a distorted geometry from OMol25. Energies are from ωB97M-V/def2-TZVPD.

Element x y z (Å)
C (1.00, -3.60, 1.97)
C (-0.58, -1.78, -2.43)
H (1.72, -3.08, 1.34)
H (0.27, -4.20, 1.41)
H (1.55, -4.26, 2.63)
H (0.12, -1.06, -2.87)
H (-0.55, -2.72, -3.02)
H (-1.61, -1.40, -2.44)
C (2.22, -0.30, 1.39)
C (2.64, 0.54, 2.42)
C (2.13, 1.84, 2.48)
C (1.22, 2.23, 1.50)
H (2.63, -1.30, 1.29)
H (3.35, 0.15, 3.14)
H (2.43, 2.52, 3.27)
H (0.79, 3.24, 1.46)
N (1.25, 0.04, 0.52)
C (0.79, 1.30, 0.54)
C (-0.18, 1.69, -0.52)
N (-1.14, 0.80, -0.82)
C (-2.08, 1.15, -1.70)
C (-1.04, 3.28, -2.12)
C (-2.06, 2.37, -2.40)
H (-2.87, 0.42, -1.86)
H (-2.84, 2.56, -3.13)
C (-0.10, 2.95, -1.15)
H (0.72, 3.60, -0.85)
H (-0.97, 4.23, -2.65)
Pb (0.08, -2.33, -0.46)
I (-0.07, -2.26, 3.27)
O (-3.93, -1.77, -0.03)
N (-2.78, -1.95, -0.39)
O (-2.10, -2.91, 0.19)

Results
Strongest force on any atom, eV/Å: 4.12
HOMO-LUMO gap (spin up / spin down), eV: 3.3 / 3.3
Lowest unoccupied orbital energy (spin up / spin down), eV: -12.16 / -12.15
Energy relative to the best compared isomer or geometry (same formula, charge and spin), eV: 1.163
E_HOMO (spin up / spin down), Ha: -0.569 / -0.569
Charge: +2

Here are the Mulliken charges for atoms 1 to 2, given in e: atom 1 (C): -1.09, atom 2 (C): -0.97

---

(3)
Here is a structure of composition C2H4N4 at a distorted geometry from OMol25. Energies are from ωB97M-V/def2-TZVPD.

Element x y z (Å)
C (-2.07, 0.56, 0.04)
C (0.85, -0.05, 0.11)
N (-2.00, -0.67, 0.51)
N (-0.98, 0.58, -0.79)
N (-1.04, -0.93, -0.39)
N (0.32, -1.28, -0.18)
H (-2.86, 1.16, 0.43)
H (1.73, 0.46, -0.35)
H (0.75, 0.10, 1.17)
H (0.51, -1.92, -0.93)

Results
Strongest force on any atom, eV/Å: 2.51
HOMO-LUMO gap (spin up / spin down), eV: 8.4 / 8.4
Lowest unoccupied orbital energy (spin up / spin down), eV: -0.42 / -0.42
Energy relative to the best compared isomer or geometry (same formula, charge and spin), eV: 7.252
E_HOMO (spin up / spin down), Ha: -0.323 / -0.324

Here are the Mulliken charges for atoms 1 to 2, given in e: atom 1 (C): 0.19, atom 2 (C): -0.17

---

(4)
Here is a cluster of 2 separate species, C8H15N3O2S in total at a distorted geometry from OMol25. Energies are from ωB97M-V/def2-TZVPD.

Element x y z (Å)
C (3.21, -1.60, -1.15)
C (2.26, -2.58, -1.78)
C (2.73, -0.09, -1.36)
C (0.79, -2.32, -1.54)
C (0.23, -1.24, -1.03)
C (-1.48, 2.64, 1.10)
C (-3.59, 1.52, 2.00)
C (-2.51, 1.51, 0.95)
N (-1.04, -1.42, 2.25)
N (-1.42, -0.56, 1.64)
N (-1.82, 0.30, 0.96)
O (0.53, 1.41, -1.06)
O (1.28, 0.22, 0.91)
S (1.10, 0.23, -0.51)
H (3.33, -1.54, -0.07)
H (4.16, -1.84, -1.58)
H (2.53, -2.75, -2.85)
H (2.52, -3.62, -1.27)
H (3.50, 0.62, -1.06)
H (2.47, 0.19, -2.40)
H (0.09, -3.05, -1.79)
H (-0.88, -1.03, -0.77)
H (-0.92, 2.70, 0.15)
H (-1.94, 3.61, 1.28)
H (-0.71, 2.37, 1.86)
H (-4.29, 0.77, 2.27)
H (-4.08, 2.48, 2.02)
H (-3.02, 1.55, 2.93)
H (-3.04, 1.50, -0.10)

Results
Strongest force on any atom, eV/Å: 3.60
HOMO-LUMO gap, eV: 9.7
Lowest unoccupied orbital energy, eV: 0.69
Energy relative to the best compared isomer or geometry (same formula, charge and spin), eV: 1.879
E_HOMO, Ha: -0.332

Here are the Mulliken charges for atoms 1 to 2, given in e: atom 1 (C): -0.76, atom 2 (C): -0.30

---

(5)
Here is a structure of composition C17H28FI2NO10Si at a distorted geometry from OMol25. Energies are from ωB97M-V/def2-TZVPD.

Element x y z (Å)
C (-2.51, 1.50, -0.25)
C (-1.73, 1.17, -1.54)
I (-3.14, 1.58, -3.18)
C (-1.33, -0.33, -1.61)
I (-1.14, -1.00, -3.65)
Si (0.24, -0.74, -0.65)
C (0.68, 0.50, 0.69)
C (1.05, 1.90, 0.16)
C (2.48, 2.33, 0.58)
C (2.94, 3.42, -0.39)
O (4.04, 3.45, -0.88)
O (1.99, 4.35, -0.72)
O (-0.09, -2.24, 0.14)
N (1.10, -2.65, 0.80)
O (0.91, -2.83, 1.94)
C (1.81, -1.02, -1.68)
C (1.92, -2.40, -2.35)
F (2.05, 0.02, -2.60)
H (-3.50, 1.89, -0.47)
H (-2.00, 2.26, 0.34)
H (-2.65, 0.57, 0.30)
H (-0.92, 1.86, -1.72)
H (-2.15, -0.91, -1.18)
H (-0.11, 0.51, 1.44)
H (1.56, 0.10, 1.21)
H (0.36, 2.63, 0.59)
H (1.05, 1.93, -0.93)
H (3.20, 1.52, 0.43)
H (2.51, 2.69, 1.61)
H (1.53, 4.64, 0.07)
H (2.65, -0.98, -0.97)
H (1.96, -2.32, -3.43)
H (2.79, -2.93, -1.96)
H (1.07, -3.03, -2.10)
C (-5.51, -6.36, -2.68)
C (-4.91, -5.33, -3.61)
C (-3.46, -5.56, -3.95)
O (-3.01, -4.23, -4.23)
C (-3.79, -3.38, -3.52)
O (-3.56, -2.22, -3.38)
O (-4.85, -4.04, -2.98)
H (-6.50, -6.05, -2.35)
H (-5.60, -7.33, -3.18)
H (-4.90, -6.48, -1.78)
H (-5.52, -5.24, -4.51)
H (-3.32, -6.20, -4.82)
H (-2.88, -5.95, -3.11)
C (3.89, 3.94, 6.52)
C (3.36, 3.54, 5.17)
C (3.18, 4.68, 4.20)
O (2.12, 4.19, 3.36)
C (1.39, 3.32, 4.10)
O (0.34, 2.87, 3.76)
O (2.01, 3.04, 5.27)
H (3.85, 3.09, 7.21)
H (4.92, 4.27, 6.45)
H (3.29, 4.73, 6.96)
H (3.98, 2.75, 4.74)
H (4.07, 4.89, 3.62)
H (2.83, 5.60, 4.68)

Results
Strongest force on any atom, eV/Å: 2.04
HOMO-LUMO gap, eV: 7.7
Lowest unoccupied orbital energy, eV: -0.08
E_HOMO, Ha: -0.285

Here are the Mulliken charges for atoms 1 to 2, given in e: atom 1 (C): -1.00, atom 2 (C): -0.17

---

(6)
Here is a cluster of 2 separate species, C4H12 in total at a distorted geometry from OMol25. Energies are from ωB97M-V/def2-TZVPD.

Element x y z (Å)
C (-1.88, 0.52, -1.76)
C (-1.44, 0.47, -0.35)
H (-2.76, 0.09, -2.31)
H (-1.97, 1.52, -1.97)
H (-1.03, 0.03, -2.31)
H (-2.34, 0.62, 0.24)
H (-0.81, 1.38, -0.23)
H (-0.81, -0.34, 0.00)
C (1.63, -0.96, 0.45)
C (1.65, -0.12, 1.74)
H (0.73, -1.48, 0.08)
H (1.72, -0.29, -0.47)
H (2.48, -1.54, 0.38)
H (0.65, 0.32, 2.20)
H (2.34, -0.61, 2.37)
H (2.07, 0.88, 1.53)

Results
Strongest force on any atom, eV/Å: 3.58
Spin multiplicity: 2
HOMO-LUMO gap (spin up / spin down), eV: 13.6 / 3.5
Lowest unoccupied orbital energy (spin up / spin down), eV: -2.92 / -11.33
Energy relative to the best compared isomer or geometry (same formula, charge and spin), eV: 1.477
E_HOMO (spin up / spin down), Ha: -0.608 / -0.543
Charge: +1

Here are the Mulliken charges for atoms 1 to 2, given in e: atom 1 (C): -0.72, atom 2 (C): -0.52